# C6H10O

C6H10O in the gas phase (ωB97M-V/def2-TZVPD, the OMol25 dataset).

Output
structure (SMILES): C[C@H]1CC=CCO1
orbital gap: 10.5 eV
E_LUMO: 1.1568 eV

Geometry as XYZ:
```
17
Properties=species:S:1:pos:R:3:mulliken_charge:R:1
H 1.7526 2.1560 -0.4529 0.3202
H -2.1672 -0.0467 -1.2526 0.3596
C -0.0853 -1.1357 0.3162 -0.6454
H -2.7181 1.1465 -0.0563 0.3638
O -0.0679 1.2582 -0.3490 -0.4097
H -0.7307 -1.8694 -0.1818 0.3558
H 2.9456 0.0365 -0.9094 0.3803
H 1.3922 1.3959 1.1080 0.2658
C 1.9639 0.0022 -0.4440 -0.3094
H 0.0301 -1.4927 1.3483 0.2667
C 1.3028 1.2754 0.0130 -0.4523
H -2.7494 -0.5859 0.3379 0.4057
C 1.2666 -1.1243 -0.3439 -0.4033
H 1.6470 -2.0641 -0.7381 0.3837
C -2.1895 0.1975 -0.1849 -1.5866
H -0.8175 0.5873 1.4219 0.2605
C -0.7751 0.2634 0.3675 0.4447
```

# C4H13NP

2 unconnected molecules or ions with the total composition C4H13NP at a distorted geometry (ωB97M-V/def2-TZVPD, the OMol25 dataset).

Output
orbital gap: 10.2 eV
E_LUMO: -3.2346 eV
total charge: +1

Geometry as XYZ:
```
19
Properties=species:S:1:pos:R:3:mulliken_charge:R:1
H 2.9179 -1.4849 -0.9138 0.3844
H 1.7030 -1.7174 0.3747 0.2747
H -1.7811 -0.4960 -1.7431 0.1943
H -0.5809 0.1802 1.4700 0.4420
H -2.1152 -1.5369 0.1472 0.1665
H -3.9841 1.2986 -0.2365 0.4102
H -3.8986 0.1764 0.9040 0.3895
C 2.6255 -1.2274 0.0454 -0.9692
C -0.6755 0.5495 0.5170 -0.6596
H -4.4397 -0.2893 -0.6429 0.3408
P -1.9889 -0.2092 -0.4010 0.2267
H 3.4506 -1.4641 0.8649 0.2912
H 2.9992 1.9221 -0.3704 0.2549
N 2.2731 0.1924 -0.0891 -0.3313
C 3.2665 0.9145 -0.3088 -0.4050
H 0.4276 0.4875 0.1978 0.2693
C -3.7378 0.3368 -0.1057 -0.9986
H -0.7209 1.6900 0.5818 0.3754
H 4.2593 0.6773 -0.2915 0.3437
```

# C4H11N2

A gas-phase ion, C4H11N2 (charge +1) at a distorted geometry (ωB97M-V/def2-TZVPD, the OMol25 dataset).

Output
structure (SMILES): CC/C([NH3+])=C/N
orbital gap: 10.7 eV
E_LUMO: -3.3975 eV
total charge: +1

Geometry as XYZ:
```
17
Properties=species:S:1:pos:R:3:mulliken_charge:R:1
H 1.1049 1.1256 -1.4593 0.3307
H -1.1801 -0.1904 1.7868 0.4202
H -0.1204 1.9744 -0.7159 0.3990
H -0.2108 2.3778 1.7172 0.2454
H -0.0786 -1.2842 -1.7286 0.2855
C 1.4056 -2.0865 -0.3230 -1.0553
N -0.9007 1.8603 1.1812 -0.6126
H -1.8111 2.1558 1.5172 0.2517
C -0.1669 -0.0295 -0.0599 -0.0567
H 1.6455 -1.8720 0.7148 0.3273
C 0.0568 -1.3842 -0.6409 -0.7318
H 2.2066 -1.6301 -0.9144 0.3161
H 1.2991 -3.1407 -0.5420 0.3457
H -0.7090 -2.1121 -0.3775 0.3654
N 0.1691 1.0455 -1.0480 -0.3022
H -0.3600 0.7850 -1.8888 0.3628
C -0.7413 0.4575 1.0371 0.1088
```

# C25H27N5O3

C25H27N5O3 in the gas phase at a distorted geometry (ωB97M-V/def2-TZVPD, the OMol25 dataset).

Output
structure (SMILES): CCOc1ccccc1CNC(=O)[C@@H](C)n1nc(C)c2c(C)n(-c3ccccc3)nc2c1=O
orbital gap: 8.6 eV
E_LUMO: 0.2859 eV

Geometry as XYZ:
```
60
Properties=species:S:1:pos:R:3:mulliken_charge:R:1
O 0.5883 -2.1571 -2.3364 -0.7660
C 0.3927 1.2688 -2.3310 -0.2425
C -0.7197 -1.1083 0.9078 1.6829
C 1.8477 2.1347 -0.6161 0.7522
C 0.4933 -1.3026 1.6355 0.4094
C 3.3499 1.3945 1.9292 -0.2835
H -3.9164 1.5305 0.7813 0.3476
H -3.7125 -0.3101 2.3845 0.4830
H 3.7391 1.5747 2.9274 0.4690
H 0.2791 -0.0200 3.3288 0.3340
C -2.6316 -0.1933 2.4316 -2.0623
H 4.5060 2.9848 1.0411 0.3810
H 2.3137 1.0731 2.0007 -0.1559
H 2.6540 -2.9776 -1.7332 0.5235
C 2.8688 0.9368 -2.5907 -1.5743
N 1.5430 -1.7357 1.0252 -0.8503
C -4.5092 0.8773 0.1610 0.0725
C -5.8034 1.2300 -0.1786 -0.8826
H -2.2487 -0.7937 3.2535 0.4427
H -6.2224 2.1482 0.2046 0.3822
C 3.4717 -1.0171 -1.2464 0.3642
C 3.4642 2.6575 1.0848 -0.5964
H -1.7112 1.4626 -1.9879 0.4412
C 3.7088 -3.1147 0.1614 -1.6005
H -1.4043 2.5129 0.2346 0.4659
O 4.3438 -0.4823 -0.5991 -0.6528
H 4.6266 -3.4325 -0.3249 0.4415
H 2.1235 -1.0178 -2.7552 0.3922
C -6.0022 -0.7435 -1.5271 -0.7039
C -0.7212 1.6446 -1.5985 -0.4977
H 3.1830 -3.9846 0.5459 0.4066
C 0.6170 -1.0286 3.0989 -1.7601
O 3.1284 2.4160 -0.2659 -0.4820
H 3.7912 1.3640 -2.1978 0.4461
H -7.5623 0.7013 -1.2745 0.4004
H -2.4030 0.8513 2.6475 0.3059
H 3.9216 0.6018 1.4525 0.0899
C -6.5535 0.4197 -1.0140 -0.4084
N -1.9087 -1.1924 -1.0121 -0.9923
H 3.9593 -2.4534 0.9853 0.2151
H -4.2587 -2.0020 -1.5889 0.4904
C -0.7263 -1.4415 -0.4753 -0.0963
C -4.7124 -1.1082 -1.1911 -0.3406
N 2.8984 -0.4985 -2.3529 -0.1224
C -2.0005 -0.6261 1.1596 -0.0547
H 0.8318 2.9430 1.0992 0.3293
H 0.2630 0.7738 -3.2821 0.3566
C -3.9703 -0.3045 -0.3327 0.1815
N 1.5366 -2.0284 -0.2781 0.7976
C -0.5462 2.2295 -0.3592 -0.6250
H 2.7959 1.1117 -3.6658 0.4652
H 1.6549 -1.1435 3.3962 0.3819
H 0.0076 -1.7321 3.6654 0.4578
N -2.6532 -0.6933 -0.0289 0.9838
C 0.7247 2.4747 0.1326 -0.8292
H -6.5790 -1.3689 -2.1912 0.3829
C 2.8468 -2.3721 -0.8421 0.0736
C 1.6730 1.5000 -1.8574 0.7761
C 0.4667 -1.9101 -1.1431 0.3624
H 2.8625 3.4766 1.5019 0.2916
```

# C2H4N2O2

2 unconnected molecules or ions with the total composition C2H4N2O2 (ωB97M-V/def2-TZVPD, the OMol25 dataset).

Output
structure (SMILES): [H]/N=C\O.N=C=O
orbital gap: 10.7 eV
E_LUMO: 0.3611 eV

Geometry as XYZ:
```
10
Properties=species:S:1:pos:R:3:mulliken_charge:R:1
H -0.0979 1.1352 -0.2410 0.3123
N -1.5026 -0.8319 -0.8184 -0.6008
C 1.5369 -0.7553 0.9019 0.7445
O -1.0351 1.3840 -0.1284 -0.4680
H 2.5109 0.6616 -0.0173 0.2233
C -1.8119 0.3069 -0.3570 0.1533
H -0.5113 -0.8775 -1.0652 0.2596
N 1.6267 0.1994 0.1373 -0.6085
H -2.8445 0.5222 -0.0838 0.3382
O 1.3314 -1.6666 1.5936 -0.3540
```

# C2N3O3

A gas-phase ion, C2N3O3 (charge -1) at a distorted geometry (ωB97M-V/def2-TZVPD, the OMol25 dataset).

Output
structure (SMILES): N#CN(N=O)C(=O)[O-]
orbital gap (spin up / spin down): 7.8 / 7.8 eV
E_LUMO (spin up / spin down): 2.7983 / 2.7974 eV
total charge: -1

Geometry as XYZ:
```
8
Properties=species:S:1:pos:R:3:mulliken_charge:R:1
O 0.1975 1.7896 -0.7584 -0.6344
C -0.5438 -0.8800 -0.6596 0.4483
N -0.9977 -1.4871 -1.5309 -0.5572
C 0.9715 0.8886 -0.4736 0.5640
N 0.1471 -0.2466 0.2515 -0.1073
O -1.5248 -0.4179 2.0184 -0.2947
O 2.1594 0.6496 -0.4673 -0.6320
N -0.4377 0.0660 1.8034 0.2133
```

# C56H54AuF3N6Sb

A molecular structure, C56H54AuF3N6Sb (ωB97M-V/def2-TZVPD, the OMol25 dataset).

Output
orbital gap (spin up / spin down): 8.2 / 5.5 eV
E_LUMO (spin up / spin down): -1.6597 / -4.2469 eV
multiplicity: 3
total charge: +1

Geometry as XYZ:
```
121
Properties=species:S:1:pos:R:3:mulliken_charge:R:1
C 4.4742 5.1063 -4.4912 -1.5463
H -4.0745 2.7474 -0.6511 0.5331
C -3.3783 -0.9421 3.4135 -0.2802
C -3.8180 -1.1978 4.8288 -1.8682
F -0.4663 -3.7472 -7.1273 -0.3402
H -4.1822 -1.7882 -0.9598 0.1961
H -1.4206 5.6360 1.0406 0.4136
N 0.3604 2.4237 -1.6383 0.1375
C 3.6632 3.2816 -2.9694 -0.2560
H -1.7231 -1.1578 -3.6170 0.4256
H -1.0871 -5.6601 -1.6943 0.4414
H 1.9399 -5.0976 -2.2876 0.3752
C 3.4448 -0.4927 -0.8536 -0.2181
C 4.1401 -5.1977 0.2459 0.1393
C -2.1796 -0.2373 -3.2899 -0.6576
C 1.2965 1.7569 5.1097 -1.3797
C -2.5672 -0.5049 0.7853 0.9801
C -0.7317 3.1019 -1.1261 0.1255
H -1.1161 1.7716 3.7473 1.0140
C -3.0833 3.1722 -0.5521 -0.5359
C 3.6315 -4.2202 1.0791 -0.3732
C 1.6024 1.5724 1.6403 -1.2782
C -2.8880 4.2641 0.2895 0.5950
N -2.3624 1.5715 -2.1817 0.4981
H 1.4992 4.1430 2.6156 0.3765
C 2.4922 -3.5429 0.6717 -0.5466
C 3.3962 4.4552 -3.6787 0.5453
H -2.5914 -7.2679 -0.5618 0.4866
H -0.6191 2.8168 2.4297 -0.3526
C 1.3631 3.1179 -2.2176 0.1905
F -3.7499 -6.8333 1.6960 -0.3408
C 0.7438 2.7910 4.1245 0.2460
H -3.8624 5.8742 1.3294 0.4135
C 1.8700 -3.8393 -0.5412 0.2539
H 3.4048 2.7008 1.9381 0.3886
C 4.5482 0.2271 -0.3686 -1.2117
H 0.4804 1.3247 5.6978 0.5359
H -3.8862 -0.2647 5.3899 0.3714
H 2.0989 -2.7589 1.3119 0.3593
C -0.3380 -3.5852 -5.8010 0.2828
H 2.5919 3.9125 3.9783 0.5734
C -1.6046 4.7876 0.3938 -1.2375
H -4.9715 4.7381 0.5551 0.3882
C -0.0716 -3.2561 -3.0698 0.4598
C 0.4438 0.9494 2.4367 2.0098
H 1.6012 -0.8207 2.8172 -0.2884
H -5.5149 -2.0510 0.1671 0.4511
C -3.8230 -1.0229 1.0174 0.3085
F 5.2505 -5.8505 0.6229 -0.3351
H 3.7274 0.4872 3.0039 0.4399
H -4.7935 -1.6797 4.8636 0.4364
C -2.7008 -4.7383 1.6951 -0.5518
C -4.2159 -1.2468 2.3368 -0.7078
C -0.5524 4.2199 -0.3007 -0.0296
C 2.6037 2.2812 2.5535 0.5485
C -2.3788 -6.3007 -0.1284 -0.8718
C 2.1026 4.9674 -3.6315 -1.2201
C 3.5522 -5.5252 -0.9602 -0.6618
C -1.2876 -3.6559 -3.6232 -0.8819
H -3.1607 -4.5147 2.6477 0.5588
H 3.2275 -1.5415 -0.7405 0.5616
H 0.2201 3.5779 4.6731 0.3201
Au 0.2699 0.0706 -0.7378 2.5711
C -1.5427 -5.3871 -0.7500 -0.3436
H -5.1907 -1.6789 2.5331 0.3795
N -1.5784 0.4930 -2.3670 0.1337
C 0.8826 -3.1813 -5.2947 -0.6833
C 1.0032 -3.0146 -3.9235 -0.8331
H 3.9878 -6.2990 -1.5766 0.4784
H -2.3673 -4.1377 -5.4366 0.4728
C 2.6938 2.6196 -2.2427 0.0000
H 0.1051 4.6991 -2.9341 0.5055
C -3.4521 1.5269 -2.9888 -0.2810
C -3.3722 0.3708 -3.7198 -1.2083
H 3.8979 1.7610 4.2089 0.5418
H 4.6624 2.8652 -2.9942 0.6178
C -1.4320 -3.8253 -4.9933 -0.5451
H 5.4032 5.1848 -3.9260 0.3649
H 1.1871 2.2802 0.9174 -0.5192
H -4.1673 2.3305 -3.0003 0.5647
C -1.6761 -0.1701 1.8392 0.0010
C -4.0273 4.8248 1.0914 -1.6127
H 1.8625 5.8701 -4.1781 0.3729
H 2.1089 0.7825 1.0809 -0.4519
C -4.7369 -1.3489 -0.1294 -1.7153
H 0.3194 -0.6010 3.9916 0.6438
H -3.1070 -1.8414 5.3483 0.3683
H -4.0577 0.0296 -4.4745 0.4750
C 1.0698 -0.0667 3.4084 -0.7861
Sb 0.0969 -2.7751 -1.0149 1.2303
H 4.8848 2.4176 -0.6506 0.6379
C -1.2860 -4.1434 -0.1746 0.0562
H 1.9569 -2.6839 -3.5256 0.4598
C -2.9419 -5.9523 1.0849 0.1849
C 3.1836 1.2707 3.5420 -1.7133
C -0.2503 2.1072 3.1790 -0.7863
H 1.7099 -3.0010 -5.9666 0.4577
H -5.2267 -0.4480 -0.5047 0.3050
N 2.5899 0.2887 -1.4943 -0.7577
C 4.3152 1.5131 -0.7756 -0.4999
C 2.0417 0.6533 4.3519 0.3074
H -2.1452 -3.8438 -2.9870 0.4977
C -2.0398 2.5984 -1.2589 -0.3023
H -1.6748 -2.8812 1.5309 0.2535
C -1.8642 -3.8356 1.0538 -0.4736
H 4.1264 -4.0033 2.0157 0.5006
N -0.4646 0.3082 1.4756 0.3514
C 1.8905 3.3977 3.3159 -1.3952
C 2.4072 -4.8414 -1.3437 -0.4924
H 0.4520 4.6040 -0.1774 0.5492
C -2.1321 -0.3994 3.1659 -0.4535
C 1.1174 4.3201 -2.9200 -0.4175
H -2.2370 -0.3447 -0.2295 -0.2781
H 4.6847 4.5158 -5.3853 0.3268
H 2.4413 -0.0736 5.0627 0.3560
H -1.5001 -0.1782 4.0112 0.8691
N 3.1389 1.5267 -1.4510 0.5328
H 1.9739 2.2421 5.8174 0.5573
H -4.1336 4.2837 2.0340 0.2790
H 4.1824 6.1049 -4.8109 0.3839
H 5.3870 -0.1422 0.1934 0.5521
```

# C10H17ClINOPZr

A molecular structure, C10H17ClINOPZr at a distorted geometry (ωB97M-V/def2-TZVPD, the OMol25 dataset).

Output
orbital gap (spin up / spin down): 4.5 / 4.5 eV
E_LUMO (spin up / spin down): -15.6321 / -15.6343 eV
total charge: +3

Geometry as XYZ:
```
33
Properties=species:S:1:pos:R:3:mulliken_charge:R:1
O -1.3318 2.4718 -1.0255 -0.0546
C 1.4889 2.6824 4.2406 -0.0698
C 0.4337 -2.0534 -3.0107 -1.1906
C -1.6913 -3.0981 -1.4940 -0.9347
P -0.7844 -1.5475 -1.7429 0.6586
H 1.3698 1.5596 -0.7076 0.5215
C 2.3827 1.7766 3.6617 -0.8052
C 1.0239 0.5915 -1.1286 -1.3725
H 1.8081 3.3294 5.0505 0.4669
H 2.5831 0.1866 2.1723 0.3878
H 3.4171 1.7148 3.9818 0.4307
H -1.2034 1.9229 2.2739 0.4446
H -1.7443 -3.6168 -2.4603 0.4479
H -0.5542 3.4331 4.1751 0.4231
H -1.4712 0.3108 -3.1821 0.3596
C 1.9393 0.9212 2.6576 0.2627
H -2.6990 -2.9012 -1.1130 0.3906
C -0.2068 1.8962 2.7274 0.1811
Cl 1.4473 -2.5552 0.8674 -0.2799
Zr 0.2169 -0.5580 0.6408 0.8233
H -0.0875 -2.7096 -3.7212 0.5024
H -2.2039 -1.2556 -3.6515 0.4301
I -2.7211 -0.2446 0.4605 0.3675
H -1.1462 -3.7191 -0.7725 0.3760
C 0.1820 2.7424 3.7612 -0.9146
H 0.8276 -1.1745 -3.5368 0.4170
H 0.5806 0.8171 -2.1006 0.6512
N 0.6447 0.9520 2.2245 -0.2034
H 1.2601 -2.5993 -2.5382 0.3938
C -1.9350 -0.6077 -2.8064 -1.1113
H 1.9613 0.0369 -1.3306 0.3986
C -0.9415 1.6394 -0.3183 0.1604
H -2.8457 -0.3441 -2.2545 0.4412
```